Molecular formula: C38H63F3NO7
Method: DFT, ωB97M-V with the def2-TZVPD basis set

Last column: Löwdin charge in e.
Element x y z (Å)
C1 5.15 1.96 0.34  -0.129
C2 6.06 1.99 -0.96  -0.237
C3 5.09 1.95 -2.22  -0.208
C4 5.17 0.60 -3.04  -0.200
C5 3.76 -0.14 -3.19  -0.200
C6 3.57 -1.24 -2.08  -0.189
C7 2.12 -1.88 -2.08  -0.189
C8 1.70 -2.28 -0.59  -0.140
C9 0.17 -2.02 -0.32  -0.115
C10 -0.11 -0.88 0.75  -0.313
C11 0.37 0.43 0.00  -0.060
C12 -0.71 1.57 -0.18  -0.111
C13 -1.00 1.93 -1.68  -0.197
C14 -0.95 0.99 -2.77  -0.057
C15 -1.17 1.34 -4.16  -0.065
C16 -1.47 2.71 -4.49  -0.078
C17 -1.56 3.66 -3.41  -0.072
C18 -1.34 3.31 -2.02  -0.035
C19 0.68 -1.19 2.08  -0.142
C20 0.54 -0.23 3.31  -0.099
O1 0.92 1.15 3.05  0.026
C21 2.08 1.50 3.67  -0.643
F1 2.37 2.78 3.27  0.140
F2 3.15 0.74 3.33  0.156
F3 1.92 1.55 5.03  0.142
C22 -0.20 -2.45 2.58  -0.081
C23 -1.72 -2.20 2.09  -0.070
N1 -1.52 -1.00 1.19  -0.043
C24 -2.62 -1.12 0.18  -0.103
C25 -3.97 -0.50 0.77  -0.153
C26 -4.68 0.48 -0.23  -0.196
C27 -5.66 1.49 0.50  -0.200
C28 -4.92 2.61 1.32  -0.210
C29 -5.21 4.08 0.81  -0.240
C30 -3.86 4.93 0.77  -0.122
H1 5.66 2.37 1.25  0.069
H2 4.26 2.61 0.15  0.064
H3 4.84 0.89 0.49  0.060
H4 6.59 2.98 -0.93  0.099
H5 6.83 1.19 -0.98  0.098
H6 4.04 2.20 -1.94  0.090
H7 5.44 2.78 -2.89  0.104
H8 5.52 0.87 -4.07  0.102
H9 5.96 -0.08 -2.62  0.104
H10 3.76 -0.56 -4.23  0.104
H11 2.98 0.66 -3.07  0.102
H12 3.84 -0.77 -1.10  0.093
H13 4.32 -2.06 -2.26  0.121
H14 1.36 -1.19 -2.55  0.090
H15 2.18 -2.77 -2.74  0.081
H16 1.87 -3.39 -0.53  0.124
H17 2.40 -1.72 0.07  0.094
H18 -0.30 -1.72 -1.30  0.101
H19 -0.31 -3.00 -0.06  0.123
H20 1.21 0.85 0.62  0.122
H21 0.82 0.23 -1.00  0.103
H22 -0.26 2.50 0.26  0.125
H23 -1.67 1.41 0.36  0.092
H24 -0.69 -0.07 -2.56  0.079
H25 -1.07 0.53 -4.93  0.103
H26 -1.60 2.96 -5.57  0.103
H27 -1.81 4.71 -3.69  0.105
H28 -1.43 4.11 -1.25  0.094
H29 1.69 -1.65 2.03  0.151
H30 -0.48 -0.24 3.77  0.135
H31 1.25 -0.62 4.09  0.144
H32 0.20 -3.47 2.38  0.131
H33 -0.32 -2.36 3.68  0.079
H34 -1.92 -3.18 1.58  0.135
H35 -2.51 -2.14 2.86  0.126
H36 -1.71 -0.21 1.82  0.167
H37 -2.40 -0.53 -0.74  0.117
H38 -2.86 -2.16 -0.13  0.142
H39 -3.79 0.09 1.72  0.113
H40 -4.70 -1.30 1.05  0.127
H41 -3.99 1.10 -0.85  0.109
H42 -5.31 -0.15 -0.91  0.118
H43 -6.32 0.93 1.23  0.112
H44 -6.38 1.96 -0.23  0.111
H45 -3.81 2.46 1.30  0.086
H46 -5.29 2.57 2.38  0.111
H47 -5.88 4.65 1.51  0.106
H48 -5.63 4.13 -0.22  0.102
H49 -3.21 4.43 0.00  0.039
H50 -3.33 4.94 1.75  0.076
H51 -4.03 5.98 0.42  0.075
C31 1.02 -4.63 -8.01  -0.015
C32 0.73 -3.63 -6.92  -0.334
C33 1.92 -2.85 -6.46  -0.093
O2 1.54 -2.48 -5.13  0.042
C34 0.69 -3.45 -4.69  -0.541
O3 0.32 -3.56 -3.56  0.140
O4 0.33 -4.28 -5.71  0.096
H52 0.23 -5.38 -8.07  0.092
H53 1.11 -4.14 -8.98  0.093
H54 1.95 -5.17 -7.82  0.090
H55 -0.09 -2.97 -7.23  0.161
H56 2.11 -1.96 -7.07  0.144
H57 2.84 -3.44 -6.41  0.144
C35 -1.19 0.12 9.14  -0.011
C36 -1.05 -1.03 8.17  -0.325
C37 0.25 -1.06 7.42  -0.085
O5 -0.11 -1.79 6.24  0.052
C38 -1.44 -1.57 6.04  -0.538
O6 -2.03 -1.89 5.05  0.126
O7 -2.00 -0.94 7.10  0.105
H58 -2.24 0.28 9.40  0.094
H59 -0.62 -0.07 10.05  0.096
H60 -0.83 1.05 8.70  0.090
H61 -1.23 -1.98 8.70  0.165
H62 1.05 -1.56 7.96  0.148
H63 0.59 -0.06 7.11  0.136

Its total energy is -2366.4912 a.u. Its total charge is +1. The gap between HOMO and LUMO is 9.495 eV. The value obtained for the LUMO energy is -0.0630 Ha. Its spin multiplicity is 1.